{"formula": "C15H18N2O3", "method": "ωB97M-V/def2-TZVPD", "elements": ["C", "O", "C", "O", "C", "C", "C", "C", "C", "C", "N", "C", "C", "O", "N", "C", "C", "C", "C", "C", "H", "H", "H", "H", "H", "H", "H", "H", "H", "H", "H", "H", "H", "H", "H", "H", "H", "H"], "xyz": [[-3.704530, 2.945070, 0.809175], [-2.700503, 2.070563, 0.190425], [-3.112622, 1.191297, -0.739543], [-4.278944, 1.057951, -1.103524], [-2.090426, 0.388779, -1.400220], [-2.390593, -0.774218, -2.188198], [-1.348140, -1.527541, -2.749024], [-0.034687, -1.198699, -2.464703], [1.196565, -1.788311, -2.874686], [2.219713, -1.018851, -2.401622], [1.650210, -0.001910, -1.621948], [2.452579, 0.978866, -0.865983], [2.284439, 0.899396, 0.623702], [2.723403, 1.807494, 1.291082], [1.676809, -0.248539, 1.134577], [1.308471, -0.503434, 2.525124], [2.393123, -1.365184, 3.154769], [-0.026598, -1.235437, 2.526433], [0.260106, -0.070957, -1.708189], [-0.730778, 0.742443, -1.218391], [-4.287761, 3.467243, 0.067950], [-3.218295, 3.688198, 1.479808], [-4.360860, 2.379562, 1.406513], [-3.432497, -0.954121, -2.423358], [-1.629601, -2.298339, -3.428193], [1.363091, -2.607289, -3.560651], [3.308140, -1.170739, -2.581358], [3.502043, 0.826848, -1.045828], [2.167163, 1.990745, -1.202516], [1.288376, -0.868196, 0.409677], [1.198865, 0.435627, 3.079313], [2.074444, -1.632843, 4.199612], [2.561341, -2.270777, 2.550838], [3.315275, -0.784024, 3.191075], [-0.423045, -1.287273, 3.560923], [0.027306, -2.240381, 2.056823], [-0.765538, -0.643161, 1.955015], [-0.436044, 1.620143, -0.634903]], "atomic_forces_ev_per_a": [[1.11, 0.40, -0.36], [-0.15, 0.47, 0.36], [-2.71, 0.13, -1.07], [0.97, 0.57, 1.07], [2.83, -0.83, -0.10], [0.81, 1.04, 0.08], [-1.87, 1.07, 0.74], [0.15, -0.83, -0.66], [0.92, -0.10, -0.73], [-0.70, -0.13, 0.42], [1.59, 0.51, -0.15], [-1.65, -0.20, -0.97], [-0.79, -1.27, 1.36], [0.05, 0.20, 0.53], [0.27, 1.21, -1.75], [0.08, -0.64, -0.35], [-0.23, 0.05, 0.97], [-0.87, 0.38, 0.04], [1.06, -0.29, -0.18], [-0.83, 0.55, 0.98], [-0.03, 0.06, -0.42], [0.20, -0.74, -0.76], [-0.81, -0.94, 0.63], [0.11, -0.22, 0.11], [0.13, -0.67, -0.28], [-0.29, -0.06, 0.16], [-1.10, 0.49, 0.52], [0.37, -0.11, -0.39], [0.29, -0.30, 0.34], [0.27, 0.41, 0.81], [0.18, -0.01, -0.35], [0.49, 0.07, -0.92], [-0.12, 0.24, 0.31], [0.09, -0.18, 0.12], [0.29, -0.32, -0.56], [0.08, 0.49, 0.43], [0.25, -0.27, 0.16], [-0.41, -0.24, -0.14]], "homo_ev": -8.354, "e_tot_ha": -917.6434, "orbital_gap_ev": 8.659, "lumo_energy_ev": 0.305, "de_lowest_kcal_mol": 23.83, "smiles": "COC(=O)c1ccc2ccn(CC(=O)NC(C)C)c2c1"}

***

{"formula": "C15H18N4O9P", "method": "ωB97M-V/def2-TZVPD", "elements": ["C", "C", "O", "P", "C", "C", "O", "O", "C", "C", "O", "O", "C", "C", "H", "H", "H", "H", "H", "H", "H", "H", "H", "H", "H", "H", "H", "H", "H", "H", "N", "C", "C", "C", "C", "N", "O", "O", "C", "C", "N", "O", "O", "N", "C", "H", "H"], "xyz": [[3.526378, 2.826255, 1.717924], [2.059238, 2.482314, 1.903866], [1.884790, 1.538779, 2.940419], [1.370292, 0.096735, 2.375705], [-0.062320, -0.361886, 3.366521], [-1.349836, -0.068819, 2.930556], [-2.326458, -0.625904, 3.455312], [-1.498694, 0.815444, 1.864343], [-2.633259, 0.491224, 1.098073], [-2.363408, -0.736288, 0.255567], [1.047314, 0.121292, 0.867068], [2.437924, -1.116046, 2.625347], [1.937252, -2.254038, 1.957573], [2.841014, -3.467988, 2.068415], [3.681434, 3.660000, 1.033408], [3.971467, 3.088591, 2.676405], [4.078101, 1.966745, 1.342450], [1.472823, 3.374733, 2.185330], [1.603665, 2.082933, 0.977872], [0.088414, -0.989919, 4.217321], [-3.475880, 0.345583, 1.787132], [-2.860026, 1.370371, 0.483853], [-3.201915, -0.997937, -0.392076], [-1.477885, -0.577180, -0.361106], [-2.144210, -1.585939, 0.902944], [0.935550, -2.467731, 2.371197], [1.789115, -1.952805, 0.904074], [2.370700, -4.362687, 1.653499], [3.777434, -3.301874, 1.536692], [3.087957, -3.662663, 3.112157], [-4.829826, -0.430532, -4.868921], [-3.792991, -0.203610, -4.395400], [-2.558884, 0.051557, -3.801269], [-2.232033, 1.276353, -3.269058], [-0.998612, 1.512996, -2.632826], [-0.693317, 2.838338, -2.140676], [-1.546855, 3.723987, -2.273614], [0.410770, 3.041611, -1.618389], [-0.069238, 0.507668, -2.508321], [-0.365158, -0.719773, -3.082660], [0.299714, -1.921318, -3.257891], [1.463290, -2.126500, -2.829027], [-0.430017, -2.831211, -3.934167], [-1.573821, -2.229177, -4.209824], [-1.570371, -0.970935, -3.726894], [-2.934334, 2.090610, -3.335996], [0.854700, 0.658663, -1.972917]], "atomic_forces_ev_per_a": [[0.04, -0.12, 0.20], [-0.16, 1.35, -0.91], [0.56, -1.60, -0.48], [-4.10, -1.01, -1.18], [2.41, 1.33, -1.71], [0.23, -1.25, 1.25], [-0.76, 0.61, -0.52], [0.05, -0.12, 0.45], [-0.61, 0.36, 0.04], [0.11, -0.19, -0.15], [1.20, 0.51, 2.12], [0.69, 1.47, 0.75], [-0.88, -1.06, -1.10], [0.34, 0.42, 0.30], [-0.15, 0.03, -0.08], [0.02, 0.10, 0.11], [0.00, -0.13, -0.11], [0.29, -0.24, 0.03], [0.38, 0.35, 0.40], [-0.12, -0.22, 0.33], [0.05, -0.15, -0.31], [0.13, -0.05, -0.05], [-0.15, 0.04, 0.01], [0.09, 0.07, 0.00], [-0.07, 0.00, 0.03], [0.32, -0.10, -0.17], [0.06, -0.49, 0.38], [-0.12, 0.19, -0.01], [0.09, 0.00, -0.04], [-0.02, -0.08, 0.08], [1.43, 0.33, 0.59], [-2.83, -0.49, -1.24], [1.24, 0.55, 0.66], [-0.69, -0.20, -0.36], [0.61, -1.39, -0.25], [0.91, 2.05, 1.12], [0.67, -1.26, -0.06], [-1.57, -0.67, -0.91], [0.95, 0.84, 0.75], [-0.78, -2.18, -1.24], [4.45, 2.13, 2.95], [-2.02, -0.67, -1.21], [0.96, 1.52, 1.05], [-3.38, 1.29, -1.04], [0.08, -2.07, -0.68], [-0.11, 0.08, 0.04], [0.16, 0.11, 0.17]], "total_charge": -1, "homo_ev": -3.606, "e_tot_ha": -1819.7642, "orbital_gap_ev": 3.394, "lumo_energy_ev": -0.212, "de_lowest_kcal_mol": 19.08}